Formula: C3H6N2
Source: OMol25
Level of theory: wB97M-V/def2-TZVPD

Last columns: bonded neighbours and bond lengths (Å).
Atoms and positions in Å:
1 N 2.241 -0.617 -1.559  C3 1.141
2 N -0.969 -0.663 -1.577  C4 1.364, H6 0.949, H8 1.032
3 C 1.241 -0.538 -1.016  N1 1.141, C4 1.446
4 C -0.112 -0.640 -0.516  N2 1.364, C3 1.446, C5 1.336
5 C -0.321 -0.640 0.804  C4 1.336, H9 1.148, H11 1.142
6 H -1.894 -0.537 -1.405  N2 0.949
7 H 0.888 2.049 0.427  H10 0.672
8 H -0.663 -0.831 -2.548  N2 1.032
9 H 0.591 -0.694 1.500  C5 1.148
10 H 0.312 2.387 0.503  H7 0.672
11 H -1.345 -0.575 1.304  C5 1.142

LUMO energy: 0.91 eV
E_HOMO: -8.978 eV
SMILES string: C=C(N)C#N.[H][H]
Frontier orbital gap: 9.89 eV

=====

Formula: C3H6N2
Source: OMol25
Level of theory: wB97M-V/def2-TZVPD

Last columns: bonded neighbours and bond lengths (Å).
Atoms and positions in Å:
1 N 0.266 -1.072 0.476  N2 1.405, C3 1.462, H11 1.047
2 N 1.054 -0.316 1.359  N1 1.405, H7 1.057, H9 0.993
3 C -0.646 -0.456 -0.488  N1 1.462, C4 1.562, C5 1.482, H8 1.032
4 C -0.115 0.670 -1.432  C3 1.562, C5 1.326, H6 1.172
5 C -0.863 1.007 -0.390  C3 1.482, C4 1.326, H10 0.991
6 H 0.195 1.133 -2.463  C4 1.172
7 H 1.277 0.637 0.962  N2 1.057
8 H -1.481 -1.021 -0.708  C3 1.032
9 H 0.487 -0.364 2.173  N2 0.993
10 H -1.091 1.603 0.369  C5 0.991
11 H 0.918 -1.820 0.141  N1 1.047

LUMO energy: 1.15 eV
E_HOMO: -8.458 eV
SMILES string: NNC1C=C1
Frontier orbital gap: 9.61 eV

=====

Formula: C3H6N2
Source: OMol25
Level of theory: wB97M-V/def2-TZVPD

Last columns: bonded neighbours and bond lengths (Å).
Atoms and positions in Å:
1 N 1.973 0.532 0.104  N2 1.344, H7 1.048, H8 1.075
2 N 1.245 -0.353 -0.599  N1 1.344, C5 1.473
3 C -2.056 0.381 -0.244  C4 1.303, H9 1.135, H10 1.081
4 C -0.895 -0.209 -0.279  C3 1.303, C5 1.412
5 C 0.170 -1.036 0.141  N2 1.473, C4 1.412, H6 1.033, H11 1.087
6 H 0.163 -2.039 -0.107  C5 1.033
7 H 1.674 1.089 0.940  N1 1.048
8 H 2.386 1.204 -0.626  N1 1.075
9 H -2.269 1.350 -0.794  C3 1.135
10 H -2.819 -0.155 0.303  C3 1.081
11 H 0.429 -0.764 1.161  C5 1.087

LUMO energy (alpha / beta): 0.98 / 0.68 eV
E_HOMO (alpha / beta): -7.564 / -7.602 eV
Frontier orbital gap (alpha / beta): 8.54 / 8.28 eV